Entry 1:
{"formula": "C5H14N3", "method": "the ωB97M-V functional and the def2-TZVPD basis", "homo_ev": -13.461, "de_lowest_kcal_mol": 65.8, "charge": 1, "smiles": "CNCCN(C)C=[NH2+]", "lumo_energy_ev": -2.66, "symbols": ["H", "H", "C", "H", "H", "H", "N", "N", "C", "H", "H", "C", "H", "H", "H", "H", "N", "C", "H", "H", "H", "C"], "coordinates": [[-2.22556, 1.84674, -0.53402], [0.79659, -0.75686, -1.29772], [0.85956, -1.09924, -0.22729], [-1.08554, -2.07676, 0.55283], [-3.05625, -1.24671, -0.79265], [3.52886, 0.96149, 0.22218], [-0.13608, 1.91426, -0.01847], [-1.39661, -0.10021, 0.00843], [2.81146, 0.21228, -0.24642], [0.77962, 1.26643, 0.32005], [1.56508, -0.07514, 1.44403], [-1.20139, 1.17805, -0.17508], [1.39789, -2.02098, -0.04704], [-3.47139, 0.51690, -0.55524], [3.49590, -0.58653, -0.09983], [-3.24994, -0.56743, 0.80503], [1.56790, -0.02137, 0.40803], [-0.56075, -1.10725, 0.46331], [2.69167, 0.26233, -1.35700], [-0.17416, -0.95051, 1.50272], [-0.06114, 2.83698, -0.21754], [-2.87573, -0.38646, -0.15831]]}



Entry 2:
{"formula": "C20H20F3", "method": "the ωB97M-V functional and the def2-TZVPD basis", "homo_ev": -11.515, "de_lowest_kcal_mol": 61.4, "charge": 1, "lumo_energy_ev": -6.48, "symbols": ["H", "C", "H", "F", "H", "C", "H", "C", "C", "C", "H", "H", "H", "H", "C", "H", "C", "H", "C", "C", "H", "C", "C", "C", "C", "H", "C", "C", "H", "F", "C", "C", "F", "H", "C", "H", "H", "H", "C", "H", "H", "H", "C"], "coordinates": [[5.26090, -0.46051, -1.53128], [0.89275, 1.13276, 2.49038], [-4.41681, -3.09986, -1.60042], [-2.99145, 0.63637, -3.69118], [-1.01642, 1.59093, 0.25158], [-0.52503, 1.08114, 2.28965], [0.78123, 1.29446, 4.56488], [2.56844, -2.42682, -0.70065], [-2.31494, -2.72157, -1.42850], [-1.21492, -1.89481, -1.70539], [-3.65566, 3.34889, 0.04521], [0.20407, -3.43677, -1.13213], [-1.00398, 0.13458, 2.66033], [2.78219, 2.25999, 5.00509], [1.81830, -0.49789, -1.93452], [-0.06838, -2.34681, 0.07941], [-1.42764, -0.78871, -2.56547], [-2.27865, 4.37100, 0.35619], [1.51918, -1.69804, -1.25609], [-2.74442, -0.50449, -2.96672], [-0.62360, -0.14208, -2.90760], [-1.28684, 1.78800, 1.32838], [3.86707, -1.93315, -0.74255], [-2.37212, 2.54621, 1.63330], [3.14922, -0.06305, -1.97402], [1.51910, 0.84813, 1.60917], [2.86395, 1.88991, 3.97708], [-3.83261, -1.33028, -2.69329], [-4.83890, -1.07563, -3.03250], [3.46345, 1.10597, -2.62824], [-3.60652, -2.43131, -1.86033], [1.47365, 1.37665, 3.70182], [4.84885, -2.64904, -0.10948], [1.08110, 0.13223, -2.41635], [4.21908, -0.77993, -1.44554], [2.36538, -3.38073, -0.21963], [3.63980, 1.11545, 3.96350], [3.23905, 2.68597, 3.31254], [-2.97773, 3.67271, 0.84120], [-2.77351, 2.37150, 2.65522], [-2.13104, -3.59631, -0.80293], [-3.57779, 4.20311, 1.58594], [0.12219, -2.32817, -1.00608]]}



Entry 3:
{"formula": "H2O2Si2", "method": "the ωB97M-V functional and the def2-TZVPD basis", "homo_ev": -9.481, "de_lowest_kcal_mol": 3.5, "lumo_energy_ev": -1.27, "symbols": ["Si", "H", "H", "Si", "O", "O"], "coordinates": [[-0.55079, 0.01156, 0.95631], [-0.21325, 0.61938, 2.37409], [0.94039, -0.90316, -2.24652], [0.97351, 0.63466, -1.77386], [-1.74482, -0.88281, 0.73305], [0.59495, 0.52037, -0.04307]]}



Entry 4:
{"formula": "C32H28BrN5O3RhS", "method": "the ωB97M-V functional and the def2-TZVPD basis", "homo_ev": -10.702, "de_lowest_kcal_mol": 16.2, "charge": 1, "lumo_energy_ev": -5.12, "symbols": ["H", "N", "C", "H", "C", "C", "H", "C", "S", "C", "H", "C", "C", "C", "O", "Br", "H", "C", "C", "C", "H", "C", "H", "C", "C", "O", "H", "C", "H", "C", "H", "C", "H", "H", "N", "H", "H", "C", "H", "H", "C", "H", "C", "N", "H", "O", "C", "C", "H", "H", "C", "C", "C", "C", "H", "N", "H", "H", "H", "C", "C", "H", "C", "N", "C", "H", "Rh", "C", "H", "C", "H"], "coordinates": [[1.21297, 6.87482, 1.07135], [-0.52439, -2.48922, 0.07762], [1.18347, 3.55089, 1.69750], [0.36008, 1.65482, 2.33132], [3.14225, 4.57447, 2.64002], [-3.69378, -0.93850, -0.86564], [-2.58587, 5.47309, -1.58238], [2.27485, -4.72483, 0.73485], [1.01427, 1.30949, 0.11987], [-1.54809, 3.61065, -1.37900], [-6.20615, -1.14011, -1.62538], [-1.59852, -2.27940, -0.59384], [1.91010, 1.78321, 5.51181], [-3.26757, -1.72687, -3.21807], [1.46932, -2.69117, 1.68748], [-2.22066, -0.35497, 1.45760], [1.55757, 5.50321, -2.65480], [-3.76420, -2.14490, -4.43943], [3.36706, -4.83018, 1.60452], [2.72845, 5.80590, 2.15234], [4.04721, 4.49294, 3.22559], [0.96694, 0.09757, 4.28855], [-0.68975, 2.58137, 1.22148], [-0.52202, 5.63979, -2.14866], [4.01067, -6.05767, 1.75851], [3.87473, -3.79012, 2.30372], [-3.08306, -2.39208, -5.24226], [-0.33982, 2.93701, -1.53328], [4.09552, -8.11006, 1.19115], [-6.01328, -1.85905, -3.63157], [0.30877, -3.84693, -1.12259], [2.50029, -7.07430, 0.19193], [-7.08092, -1.90041, -3.79688], [-5.52016, -2.55537, -5.59853], [1.23740, 0.66043, 5.37175], [2.28512, -2.78008, -0.19238], [4.84869, -6.10719, 2.43998], [0.68478, 4.97238, -2.30013], [-4.37783, -0.27363, -0.34808], [2.15689, -7.94100, -0.35485], [0.33969, 2.33018, 1.47379], [1.72385, 3.11053, -2.12483], [1.54201, 5.91253, 1.44030], [2.47888, 2.77911, 5.65461], [3.24202, -3.05697, 2.30831], [1.04305, -0.18268, 0.54380], [-2.56154, -1.26092, -0.22517], [0.76801, 4.78599, 1.21127], [-2.19915, -1.60342, -3.09733], [3.32524, 6.68774, 2.34235], [1.86086, -5.85902, 0.03864], [-4.14297, -1.38536, -2.18064], [-5.13610, -2.22519, -4.64313], [-0.25673, 1.48597, -1.15473], [-0.16101, 4.86838, 0.66011], [0.31744, -3.51950, -0.16554], [0.05946, 0.82989, -1.96831], [-1.85208, -2.93162, -1.42327], [1.01282, -5.80756, -0.63164], [1.64301, -3.37474, 0.47842], [0.77716, 3.62298, -1.99940], [-0.59027, 6.69225, -2.38801], [2.37458, 3.44635, 2.40682], [0.65089, -0.49143, 3.32429], [-5.52092, -1.43079, -2.41181], [-1.20634, 1.13588, -0.75287], [0.05781, -1.43581, 1.66975], [3.58377, -7.16664, 1.05835], [2.68811, 2.49441, 2.81794], [-1.64184, 4.95741, -1.69488], [-2.42103, 3.07805, -1.01840]]}



Entry 5:
{"formula": "C7H18AlClI2O5P2", "method": "the ωB97M-V functional and the def2-TZVPD basis", "homo_ev": [-15.248, -15.348], "de_lowest_kcal_mol": 126.3, "charge": 2, "lumo_energy_ev": [-10.33, -10.40], "symbols": ["P", "O", "C", "H", "I", "H", "H", "C", "O", "H", "C", "I", "H", "C", "H", "H", "H", "P", "H", "H", "O", "Al", "H", "O", "H", "C", "H", "H", "H", "H", "H", "C", "O", "H", "Cl", "C"], "coordinates": [[-2.33220, 0.11287, -0.25945], [-0.00159, -0.67904, 1.55816], [-3.31137, -0.01513, -1.78243], [-2.77895, 2.45174, 0.13130], [-0.01783, 2.00484, -4.07388], [-2.41134, 1.59471, 1.63539], [2.55905, -2.26726, 0.30613], [2.98061, 1.52781, 0.71974], [0.00151, 1.27642, 3.14520], [-4.39333, -0.01268, -1.61171], [0.00718, -0.64400, -1.28936], [-0.01165, -1.73612, -5.22864], [4.39763, -0.03459, -1.59226], [-2.86961, -1.30670, 0.77565], [3.09474, 0.81588, -2.42220], [3.95075, -1.38015, 0.93793], [-2.57508, -2.24993, 0.30125], [2.33253, 0.09855, -0.24865], [-3.07615, -0.94248, -2.30081], [2.41778, 1.57840, 1.64745], [0.02521, -1.15291, -2.34505], [0.00015, 0.91480, 0.08629], [-3.96093, -1.35512, 0.92961], [-1.18583, -0.68948, 3.69679], [3.07860, -0.95847, -2.28787], [3.31564, -0.03196, -1.76807], [2.79227, 2.43498, 0.14492], [-2.38015, -1.24677, 1.75024], [-3.08340, 0.83106, -2.43667], [-4.03930, 1.47988, 0.91498], [4.04498, 1.45376, 0.92817], [-2.97350, 1.54603, 0.70651], [1.19449, -0.69161, 3.69786], [2.36945, -1.26437, 1.75783], [-0.01813, -0.13970, 3.09152], [2.85776, -1.32322, 0.78411]]}



Entry 6:
{"formula": "C3H5N5", "method": "the ωB97M-V functional and the def2-TZVPD basis", "homo_ev": -8.702, "de_lowest_kcal_mol": 132.4, "lumo_energy_ev": 0.42, "symbols": ["N", "H", "C", "H", "N", "H", "N", "H", "N", "C", "C", "N", "H"], "coordinates": [[2.47880, -0.20448, -1.22917], [2.06682, -1.51170, -2.29730], [0.15483, -0.78844, -1.21627], [-0.62047, -1.38364, -1.66276], [-1.96855, 1.22662, 1.95411], [0.18904, 1.93844, 0.95259], [1.51377, -1.05247, -1.66615], [-2.85913, 0.56265, 2.42882], [1.89789, 0.41982, -0.20114], [-1.36947, 0.44720, 1.15942], [0.58522, 0.11705, -0.15309], [-0.12877, 1.06228, 0.65653], [-1.93999, -0.83333, 1.27442]]}



Entry 7:
{"formula": "C13H28N6O6SV", "method": "the ωB97M-V functional and the def2-TZVPD basis", "homo_ev": [-11.188, -11.189], "de_lowest_kcal_mol": 13.6, "charge": 1, "spin_multiplicity": 3, "lumo_energy_ev": [-5.50, -5.62], "symbols": ["C", "V", "H", "H", "H", "H", "H", "H", "N", "C", "H", "O", "H", "C", "H", "C", "C", "H", "N", "O", "H", "H", "O", "N", "O", "N", "H", "H", "H", "H", "H", "H", "H", "H", "H", "C", "H", "C", "C", "C", "O", "C", "S", "H", "N", "C", "H", "N", "O", "H", "H", "C", "H", "C", "H"], "coordinates": [[2.14397, 3.24224, 1.16562], [-0.30393, 0.17627, -1.00929], [0.37027, -4.76978, -0.28268], [-4.53338, 3.19184, -1.00761], [2.66740, 2.84069, 2.05315], [-2.53765, 0.25589, -0.51313], [3.11326, -1.58767, 5.34971], [-1.19615, -4.56306, -1.12072], [1.69172, 0.70635, -1.51842], [-1.95432, 1.09907, -0.91984], [0.33167, -4.22227, -1.99151], [-0.82983, -0.54427, 2.02293], [-0.60942, -3.83033, 2.10220], [2.06598, -1.85534, 5.16617], [1.61066, -2.13064, 6.12309], [2.17572, 1.85233, -1.00308], [-0.17578, -4.16439, -1.02210], [-5.25107, 1.88518, -1.24476], [2.39022, -2.59600, 2.87354], [-4.67700, 2.52159, -1.70396], [3.24241, 2.39181, -2.72228], [2.88769, 3.87893, 0.66264], [2.44109, 0.06609, -2.34938], [-0.82758, -0.89285, 0.69243], [1.12057, -2.06333, -2.33118], [0.20076, -1.74796, -1.42507], [3.36032, 3.56264, -1.39208], [1.34165, 3.88619, 1.54865], [1.51413, 0.45939, 2.76080], [-0.24448, 0.36810, 2.01914], [1.80214, -1.24026, -2.31790], [4.29819, 2.05672, -1.32877], [-1.87249, -2.64272, 2.42779], [-2.07477, -3.85243, 1.14601], [-2.08965, 1.28643, -2.12563], [-0.28327, -2.72567, -0.64370], [-0.89471, 0.06423, -3.55099], [-1.35805, -3.17679, 1.62596], [2.24279, -1.36575, 2.38805], [3.34514, 2.49879, -1.64171], [0.05307, 0.33038, -3.41776], [2.00637, -3.03491, 4.20661], [2.43104, -1.02822, 0.70755], [2.69142, -3.83209, 4.50468], [1.84800, -0.38207, 3.24143], [1.34401, -0.65784, 4.57212], [2.58854, -3.29781, 2.14572], [0.51228, 1.43489, 0.53397], [0.28189, 1.49700, 1.88041], [0.98670, -3.45012, 4.17376], [-1.61753, 1.99422, -0.38448], [1.56827, 2.23190, 0.21163], [0.26145, -0.85786, 4.53896], [-0.87447, -2.24757, 0.55538], [1.49336, 0.24163, 5.17639]]}



Number 1: total energy -9874.3118 eV. Number 2: total energy -29205.5529 eV. Number 3: total energy -19882.7603 eV. Number 4: total energy -131107.3251 eV. Number 5: total energy -71659.6004 eV. Number 6: total energy -10637.1306 eV. Number 7: total energy -71667.9885 eV.